1) 13
Properties=species:S:1:pos:R:3 method="wB97M-V/def2-TZVPD" homo_lumo_gap_ev=10.061 smiles="[H]/N=C/N.NC=O" charge=0
H -2.795 0.856 0.311
N -1.838 0.444 0.266
C -1.252 1.028 -0.765
N 0.040 1.028 -1.027
H -1.789 1.471 -1.629
H 0.247 1.419 -1.926
H 0.921 0.673 -0.762
N 0.332 -1.376 0.876
C 1.691 -0.998 0.781
O 2.324 -0.080 0.271
H -0.446 -0.800 0.849
H 0.323 -2.295 1.050
H 2.241 -1.371 1.703

***

2) 13
Properties=species:S:1:pos:R:3 method="wB97M-V/def2-TZVPD" homo_lumo_gap_ev=9.486 smiles="NNC=O.C=N" charge=0
N 1.346 1.124 0.113
N 1.136 -0.179 0.566
C 1.047 -1.249 -0.362
O 1.202 -2.395 0.011
H 1.884 1.681 0.771
H 0.430 1.563 0.000
H 1.167 -0.419 1.554
H 1.301 -0.891 -1.375
C -1.830 0.126 -0.689
N -1.444 0.375 0.515
H -1.569 0.840 -1.463
H -2.771 -0.396 -0.878
H -1.899 -0.180 1.239

***

It is 2) that is the least stable of them.

***

1) 31
Properties=species:S:1:pos:R:3 method="wB97M-V/def2-TZVPD" homo_lumo_gap_ev=8.498 smiles=Cc1c[nH]c2ccccc12.CCSC charge=0
C 1.668 0.541 2.771
C 1.256 0.965 1.406
C 0.224 1.807 1.135
N 0.053 1.904 -0.233
C 0.932 1.073 -0.855
C 1.217 0.940 -2.225
C 2.388 0.286 -2.532
C 3.228 -0.260 -1.539
C 2.924 -0.168 -0.198
C 1.763 0.542 0.142
H 1.404 1.240 3.565
H 2.727 0.309 2.896
H 1.171 -0.405 3.016
H -0.378 2.380 1.823
H -0.698 2.446 -0.616
H 0.588 1.290 -3.032
H 2.742 0.246 -3.554
H 4.139 -0.755 -1.842
H 3.660 -0.392 0.558
C -3.865 -0.142 -0.020
C -3.331 -1.389 0.686
S -1.543 -1.343 0.929
C -0.876 -1.829 -0.670
H -3.242 0.074 -0.895
H -3.697 0.700 0.651
H -4.927 -0.210 -0.229
H -3.799 -1.480 1.667
H -3.558 -2.330 0.165
H 0.188 -1.625 -0.604
H -1.004 -2.909 -0.767
H -1.354 -1.508 -1.599

***

2) 31
Properties=species:S:1:pos:R:3 method="wB97M-V/def2-TZVPD" homo_lumo_gap_ev=8.125 smiles=CC(C)(C)[C@]1(C)Nc2ccccc2S1 charge=0
C -2.604 -1.143 0.085
C -1.780 0.108 0.409
C -2.693 1.336 0.384
C -1.190 -0.050 1.815
C -0.616 0.265 -0.611
C -1.070 0.453 -2.059
N 0.293 -0.858 -0.503
C 1.612 -0.559 -0.257
C 2.656 -1.469 -0.209
C 3.928 -1.022 0.117
C 4.163 0.314 0.391
C 3.126 1.236 0.337
C 1.865 0.789 0.010
S 0.409 1.758 -0.154
H -3.376 -1.270 0.840
H -1.977 -2.031 0.089
H -3.094 -1.058 -0.882
H -3.397 1.286 1.211
H -2.109 2.247 0.487
H -3.262 1.387 -0.540
H -1.987 -0.216 2.536
H -0.645 0.844 2.105
H -0.509 -0.897 1.850
H -0.193 0.581 -2.693
H -1.690 1.339 -2.158
H -1.626 -0.414 -2.411
H 0.096 -1.642 -1.106
H 2.472 -2.512 -0.422
H 4.742 -1.730 0.156
H 5.157 0.648 0.644
H 3.297 2.282 0.538

***

It is 1) that is the least stable of them.

***

1) 8
Properties=species:S:1:pos:R:3 method="wB97M-V/def2-TZVPD" homo_lumo_gap_ev=8.543 charge=0
C -0.499 -0.327 1.045
C -0.911 0.795 0.063
O -2.031 1.060 -0.378
O 1.870 -0.898 -0.571
F -1.310 -1.325 0.759
F -0.001 1.749 0.439
H 1.995 -1.549 -1.656
H 2.783 -1.074 -0.360

***

2) 8
Properties=species:S:1:pos:R:3 method="wB97M-V/def2-TZVPD" homo_lumo_gap_ev=11.936 smiles="O=C(O)C(F)F" charge=0
O -1.784 -0.191 0.433
C -0.610 -0.371 0.330
O -0.045 -1.632 0.690
C 0.340 0.772 -0.020
F 1.672 0.304 0.031
F 0.009 1.049 -1.353
H 0.936 -1.656 0.383
H 0.179 1.650 0.667

***

It is 1) that is the least stable of them.

***

1) 30
Properties=species:S:1:pos:R:3 method="wB97M-V/def2-TZVPD" homo_lumo_gap_ev=8.810 smiles=Cc1c[nH]c2ccccc12.CCC charge=0
C -0.497 -3.138 0.162
C 0.560 -2.034 0.105
C 1.502 -1.797 1.055
N 2.021 -0.515 0.882
C 1.398 0.090 -0.235
C 1.679 1.303 -0.847
C 0.992 1.554 -2.044
C -0.100 0.741 -2.396
C -0.465 -0.358 -1.670
C 0.356 -0.834 -0.680
H -0.340 -3.835 -0.683
H -1.476 -2.663 0.144
H -0.270 -3.817 0.997
H 1.829 -2.433 1.874
H 2.314 -0.016 1.702
H 2.427 2.019 -0.571
H 1.366 2.177 -2.837
H -0.707 1.315 -3.108
H -1.519 -0.750 -1.841
C -1.284 2.260 0.688
C -2.409 1.854 1.664
C -2.174 0.381 2.000
H -1.627 2.094 -0.355
H -0.412 1.634 0.747
H -1.025 3.345 0.636
H -2.481 2.406 2.609
H -3.337 2.001 1.136
H -3.165 -0.145 1.949
H -1.578 -0.098 1.239
H -1.822 0.096 2.984

***

2) 30
Properties=species:S:1:pos:R:3 method="wB97M-V/def2-TZVPD" homo_lumo_gap_ev=8.790 smiles=Cc1c[nH]c2ccccc12.CCC charge=0
C -1.108 -2.243 3.142
C -0.679 -2.001 1.738
C -1.226 -2.506 0.603
N -0.559 -2.013 -0.496
C 0.596 -1.357 -0.081
C 1.686 -0.862 -0.760
C 2.641 -0.109 -0.084
C 2.485 0.056 1.291
C 1.407 -0.460 1.997
C 0.486 -1.274 1.335
H -1.857 -3.015 3.266
H -1.553 -1.329 3.557
H -0.248 -2.287 3.807
H -2.086 -3.144 0.485
H -0.407 -2.508 -1.365
H 1.745 -1.083 -1.827
H 3.414 0.336 -0.693
H 3.144 0.692 1.861
H 1.401 -0.353 3.073
C -1.012 3.497 -1.298
C -0.352 2.383 -2.080
C -1.053 1.052 -2.263
H -2.097 3.518 -1.413
H -0.794 3.460 -0.228
H -0.616 4.464 -1.629
H 0.678 2.164 -1.789
H -0.086 2.773 -3.076
H -2.018 1.207 -2.771
H -1.439 0.549 -1.375
H -0.495 0.392 -2.926

***

It is 1) that is the least stable of them.